C6H9FO2 | wB97M-V/def2-TZVPD

F_max, eV/A: 6.32
Energy relative to the best compared isomer or geometry (same formula, charge and spin), kcal/mol: 82.89
Frontier orbital gap, eV: 8.81

```
18
Properties=species:S:1:pos:R:3:forces:R:3
C -1.257 0.414 -0.666 1.060 1.459 0.166
C -2.551 0.331 -0.388 -0.966 -1.254 -0.438
C 0.919 1.424 -0.494 0.701 -0.757 -0.495
C -0.502 -0.736 -1.218 4.268 4.392 1.564
C 1.370 -0.082 -0.329 -2.662 3.139 -3.795
C 1.636 -0.605 0.967 -1.518 0.269 2.536
O -0.514 1.588 -0.438 -0.588 -1.405 -0.361
O -0.780 -1.888 -0.692 -0.471 -3.333 -0.749
F 2.483 -0.156 -1.170 -0.185 -0.724 0.061
H -3.217 1.122 -0.074 0.389 0.072 0.241
H -3.037 -0.651 -0.631 0.391 1.114 0.174
H 1.303 2.067 0.365 -0.219 -0.511 -1.463
H 1.307 1.682 -1.575 -0.652 0.069 2.282
H -0.120 -0.533 -2.239 -0.607 -1.312 0.424
H 2.046 0.127 1.691 -0.707 0.277 -0.259
H 2.434 -1.280 0.989 0.685 -1.885 -0.363
H 0.642 -1.001 1.336 1.335 0.031 0.197
H -1.320 -1.821 0.094 -0.255 0.359 0.279
```
Forces are in eV/Å.

The molecule's natural (NBO) atomic charges, reported in e, are given here: 0.239 -0.503 -0.128 0.116 0.312 -0.703 -0.513 -0.660 -0.381 0.228 0.201 0.195 0.197 0.221 0.219 0.245 0.218 0.495

---

C6H9I | wB97M-V/def2-TZVPD

F_max, eV/A: 4.00
Energy relative to the best compared isomer or geometry (same formula, charge and spin), kcal/mol: 99.47
Frontier orbital gap, eV: 9.20

```
16
Properties=species:S:1:pos:R:3:forces:R:3
C 0.456 0.354 1.489 -0.967 -2.477 1.115
C 0.107 -0.711 -0.470 1.203 1.784 -3.015
C -0.062 0.658 0.125 -0.511 0.831 -0.521
C 1.182 -0.080 0.297 2.248 -1.266 -1.447
C -0.659 -1.943 -0.140 -1.461 1.660 -2.815
C -0.735 1.801 -0.573 0.672 1.101 0.357
I 3.319 -0.176 -0.189 -1.478 0.376 0.393
H 1.013 1.013 2.058 0.668 2.091 0.807
H 0.002 -0.397 2.192 0.106 0.503 -0.880
H 0.464 -0.348 -2.214 -0.870 -1.078 3.751
H -1.514 -1.975 -0.940 1.251 -0.307 1.902
H -0.994 -1.688 0.855 -0.475 -0.932 0.412
H -0.004 -2.766 -0.276 0.221 -1.093 0.359
H -0.539 2.849 -0.154 -0.484 -1.609 0.101
H -1.835 1.515 -0.500 1.308 0.921 -0.929
H -0.201 1.895 -1.562 -1.430 -0.505 0.410
```
Forces are in eV/Å.

The molecule's natural (NBO) atomic charges, reported in e, are given here: -0.409 0.044 -0.097 -0.143 -0.679 -0.625 0.095 0.221 0.177 0.033 0.228 0.225 0.228 0.225 0.234 0.243

---

C6H9IN2O | wB97M-V/def2-TZVPD

F_max, eV/A: 3.76
Energy relative to the best compared isomer or geometry (same formula, charge and spin), kcal/mol: 57.67
Frontier orbital gap (spin up / spin down), eV: 8.16 / 7.12

```
19
Properties=species:S:1:pos:R:3:forces:R:3
C 0.190 -0.801 -2.345 0.503 -0.416 -0.053
C 0.508 -0.056 1.079 -0.731 -1.505 -0.402
C -0.946 -0.458 1.051 -0.718 -0.535 1.868
C 0.943 0.235 -0.370 1.870 2.305 0.829
C 0.026 1.164 -1.215 -0.930 0.062 3.639
C -1.838 0.545 0.469 0.949 2.155 -0.510
N 0.961 -0.892 -1.203 -0.385 0.244 -2.002
N -0.360 0.460 -2.292 -0.145 1.242 -2.008
O 0.041 -1.641 -3.202 -0.120 0.240 0.243
I -1.954 2.382 1.668 -0.057 -0.694 -0.444
H 0.538 0.821 1.598 0.296 2.800 1.296
H 1.086 -0.730 1.766 0.025 0.084 -1.433
H -0.993 -1.356 0.457 -0.542 -0.676 -0.035
H -1.303 -0.642 2.125 0.586 -0.285 -1.258
H 2.004 0.725 -0.240 -1.613 -0.755 -0.591
H -0.068 2.274 -1.139 0.248 -1.312 -0.152
H -2.849 0.329 0.143 0.209 -0.166 -0.165
H 1.058 -1.797 -0.894 0.675 -2.138 1.063
H -0.675 0.964 -3.115 -0.120 -0.651 0.113
```
Forces are in eV/Å.

The molecule's natural (NBO) atomic charges, reported in e, are given here: 0.772 -0.414 -0.526 -0.087 0.075 -0.326 -0.627 -0.620 -0.601 -0.009 0.220 0.227 0.216 0.227 0.206 0.245 0.194 0.406 0.424

---

Question: The highest energy relative to the best compared isomer or geometry (same formula, charge and spin) belongs to which entry?
Answer: C6H9I